50
Properties=species:S:1:pos:R:3:lowdin_charge:R:1 method="wB97M-V/def2-TZVPD" orbital_gap_ev=8.928 relative_energy_kcal_mol=42.2 total_charge=0 lumo_energy_ev=0.48 smiles="CC(C)(C)[C@@H](Cn1ccnc1)NC(=O)c1ccc2nc(C3CC3)oc2c1" largest_force_ev_per_a=1.25 multiplicity=1
C -3.0046 -2.5991 -1.2754 -0.04
C -3.4321 -1.8331 -0.0191 -0.56
C -2.8713 -2.5453 1.2150 -0.04
C -4.9612 -1.8174 0.0566 -0.05
C -2.8973 -0.3872 -0.1481 -0.26
C -3.3458 0.5747 0.9784 -0.07
N -2.7139 1.8523 0.8065 -0.09
C -3.0839 2.8358 -0.0676 -0.07
C -2.1192 3.7962 0.0135 -0.16
N -1.1654 3.4240 0.9071 0.06
C -1.5424 2.2600 1.3536 -0.20
N -1.4557 -0.3566 -0.2389 0.10
C -0.8305 0.4313 -1.1594 -0.45
O -1.4253 0.9573 -2.0773 0.08
C 0.6358 0.5834 -0.9468 -0.14
C 1.2009 1.8222 -1.2751 -0.01
C 2.5436 2.0827 -1.1069 0.02
C 3.3330 1.0542 -0.6102 -0.20
N 4.6786 0.9779 -0.3421 0.21
C 4.8731 -0.2231 0.0914 -0.29
C 6.1429 -0.7991 0.5130 -0.19
C 7.1458 0.0956 1.2005 -0.10
C 7.4025 -0.3578 -0.1919 -0.10
O 3.7585 -1.0043 0.1495 0.13
C 2.7593 -0.1967 -0.2977 -0.18
C 1.4142 -0.4569 -0.4498 0.06
H -3.3354 -3.6334 -1.2194 0.08
H -3.4369 -2.1457 -2.1637 0.09
H -1.9230 -2.5871 -1.3829 0.08
H -3.2863 -3.5488 1.2733 0.09
H -1.7894 -2.6369 1.1588 0.08
H -3.1339 -2.0244 2.1327 0.08
H -5.3802 -1.2176 -0.7478 0.09
H -5.3442 -2.8304 -0.0419 0.09
H -5.3077 -1.4207 1.0075 0.08
H -3.2473 0.0274 -1.1017 0.15
H -3.0546 0.1809 1.9559 0.13
H -4.4294 0.7047 0.9514 0.13
H -3.9752 2.7671 -0.6558 0.12
H -2.0504 4.7286 -0.5091 0.09
H -1.0110 1.6868 2.0885 0.12
H -0.9389 -0.6337 0.5804 0.13
H 0.5408 2.5835 -1.6606 0.12
H 2.9733 3.0395 -1.3510 0.12
H 6.0610 -1.8292 0.8335 0.14
H 7.7232 -0.3314 2.0060 0.10
H 6.8535 1.1229 1.3480 0.10
H 8.1611 -1.1046 -0.3689 0.10
H 7.2833 0.3634 -0.9845 0.10
H 1.0081 -1.4318 -0.2276 0.12